[1]
A structure of composition C20H41CoN2OP3 at a distorted geometry. Source: the Open Molecules 2025 dataset; level of theory: ωB97M-V/def2-TZVPD.

```
68
Properties=species:S:1:pos:R:3:forces:R:3
Co 0.290023 0.214032 0.395029 -0.96 0.20 0.74
P -1.419079 -1.260524 0.529192 -2.31 -2.27 0.19
P 1.275198 -0.458904 2.363809 1.23 -0.52 2.05
P 1.539004 -1.261096 -0.694883 2.52 -2.07 -1.34
H 0.979505 3.755169 -0.823315 -0.24 -0.50 0.24
C 0.606029 2.851021 -0.295948 1.01 0.21 -0.58
C -0.736538 2.451251 -0.744097 -2.07 2.17 -0.43
H -1.561156 2.261575 -0.013719 0.88 -0.07 -0.67
C -3.077970 -0.556467 0.894785 0.04 0.26 0.05
C -1.352281 -2.660070 1.751384 0.12 0.20 0.02
C -1.817678 -2.226309 -0.999060 0.18 0.22 -0.18
C 2.650163 0.706247 2.661429 -0.07 0.22 -0.15
C 0.276954 -0.214757 3.896778 -0.25 0.27 -0.35
C 2.127252 -2.024807 2.831856 -0.18 -0.11 -0.56
C 1.259737 -1.686174 -2.471725 -0.53 0.40 -0.41
C 1.979069 -2.990958 -0.135344 -0.35 -0.10 0.47
C 3.221252 -0.526080 -0.672236 -0.10 0.15 -0.19
H 1.321205 2.029466 -0.573750 0.05 0.83 0.16
H -1.113383 3.045607 -1.594711 0.19 -0.81 0.28
H -3.193608 0.412964 0.388177 -0.13 -0.23 0.17
H -3.192081 -0.414790 1.980056 -0.06 0.01 -0.27
H -3.872869 -1.239377 0.550264 0.33 0.27 0.18
H -1.401606 -2.280341 2.782569 0.02 -0.22 -0.37
H -0.427200 -3.243352 1.626644 -0.42 0.20 0.08
H -2.210955 -3.338240 1.594831 0.34 0.38 -0.04
H -1.899215 -1.545677 -1.853294 0.00 -0.24 0.11
H -2.778258 -2.747156 -0.883653 0.26 0.17 0.19
H -1.056488 -2.982305 -1.222405 -0.05 0.16 0.10
H 3.177981 0.387444 3.570544 -0.09 0.10 -0.23
H 2.247997 1.715179 2.813339 0.31 -0.36 0.09
H 3.352229 0.707097 1.817674 -0.10 0.05 0.30
H 0.892221 -0.558180 4.739670 -0.22 0.06 -0.25
H -0.663832 -0.783186 3.872765 0.33 0.22 0.16
H 0.065326 0.856923 4.013693 0.16 -0.59 0.25
H 3.060355 -2.104586 2.266039 -0.18 -0.11 0.19
H 1.498001 -2.904526 2.660631 0.27 0.14 0.09
H 2.377482 -1.967374 3.897242 -0.10 0.10 -0.20
H 1.570989 -2.719439 -2.691384 -0.04 0.48 0.27
H 1.848013 -1.000058 -3.095213 -0.27 -0.16 0.12
H 0.199367 -1.579205 -2.731923 0.43 -0.03 -0.07
H 2.209856 -3.602671 -1.027549 -0.21 0.44 0.49
H 1.143492 -3.464662 0.410095 0.56 0.05 -0.29
H 2.886398 -2.973997 0.493767 -0.65 -0.04 -0.29
H 3.666261 -0.766399 -1.644925 0.21 0.17 0.29
H 3.818032 -0.975406 0.133676 -0.14 0.24 -0.27
H 3.175080 0.563192 -0.539216 0.23 -0.22 -0.16
C -2.583710 0.727963 -3.520171 -0.79 0.90 0.03
C -1.494864 0.760691 -2.631696 -0.30 0.28 0.30
C -0.209321 0.936215 -3.142673 0.29 -0.43 -0.92
C 0.010756 0.881059 -4.525781 0.21 0.03 1.06
C -1.064104 0.623316 -5.378693 -0.04 -0.30 -0.10
C -2.363778 0.560081 -4.889757 -0.30 0.03 0.40
O -3.864135 0.987261 -3.108015 0.63 -0.65 0.28
H -3.924263 1.162891 -2.148941 0.10 -0.14 -0.70
H -1.700628 0.700703 -1.548550 0.11 -0.13 -0.56
H 0.616957 1.048661 -2.443896 0.05 0.01 -0.30
H 1.021073 0.995679 -4.904936 -0.19 -0.02 -0.08
H -0.877382 0.443047 -6.437351 -0.10 0.27 0.23
H -3.239152 0.435031 -5.528503 0.34 0.07 0.05
N -1.004034 1.973889 2.467970 -0.62 -0.69 -0.13
C -1.050589 3.290864 2.778693 0.37 1.07 -0.27
C -0.138006 3.948571 2.021008 -0.77 0.69 0.35
C 0.624534 2.965540 1.229121 -0.32 -0.71 0.38
N -0.019032 1.710476 1.624505 0.97 -0.64 -0.15
H -1.746895 1.289616 2.659524 0.66 0.36 0.01
H -1.670937 3.613579 3.586013 -0.45 0.38 0.09
H 0.066195 5.004145 2.068723 0.07 0.10 0.04
H 1.671019 3.040609 1.545822 0.10 -0.22 -0.01
```
Forces are in eV/Å.

Its charge is +3. The multiplicity is 5. The gap between HOMO and LUMO (spin up / spin down) comes out at 3.79 / 5.24 eV. Its total energy is -91893.9402 eV. Its expectation value of S² is 6.18.

[2]
A structure of composition C20H41N2P3ScSe at a distorted geometry. Source: the Open Molecules 2025 dataset; level of theory: ωB97M-V/def2-TZVPD.

```
68
Properties=species:S:1:pos:R:3:forces:R:3
Sc -0.109388 -0.289412 0.725069 -0.09 -0.34 1.42
P 0.229630 2.044477 2.286880 0.09 1.28 0.21
P -2.608548 0.625313 0.734600 -1.84 0.28 -0.27
P 2.525069 -0.066903 0.677594 1.73 -0.33 -0.42
H -1.320708 -3.173215 -6.085401 0.05 -0.93 -0.44
C -0.612528 -3.991934 -5.859450 -0.51 -0.49 0.74
C -0.670017 -4.476891 -4.585454 -0.04 0.21 -1.03
H -1.549437 -4.273089 -3.932995 0.91 0.35 -0.45
C 0.362428 3.640688 1.350900 0.00 -0.29 0.01
C -1.098354 2.517427 3.489344 -0.02 -0.15 0.06
C 1.737760 2.192305 3.353310 -0.04 -0.13 0.17
C -3.311100 -0.396810 -0.617130 0.00 -0.15 0.06
C -3.848593 0.316892 2.075158 0.63 -0.15 0.20
C -3.084326 2.313480 0.176726 0.30 0.05 0.00
C 2.919712 -1.261335 -0.661869 -0.01 -0.13 0.10
C 3.616405 -0.719374 2.025618 -0.50 0.02 0.20
C 3.398872 1.427979 0.073416 -0.08 0.28 -0.06
H -0.022279 -4.388117 -6.728276 -0.14 0.59 1.35
H 0.085103 -5.134965 -4.150022 -0.38 -0.18 -0.45
H 0.454162 4.476193 2.061961 -0.02 -0.25 -0.28
H -0.527106 3.787780 0.725542 0.17 0.07 0.18
H 1.238776 3.622319 0.688568 -0.16 0.06 0.21
H -0.799456 3.462245 3.974671 -0.15 -0.39 -0.13
H -1.240678 1.743625 4.262026 0.05 0.35 -0.26
H -2.070155 2.674896 2.992357 0.45 -0.06 0.14
H 1.625654 3.100510 3.973316 0.12 -0.40 -0.25
H 2.657291 2.286677 2.752364 -0.46 -0.01 0.24
H 1.857444 1.318848 4.018372 -0.04 0.41 -0.25
H -4.410943 -0.301395 -0.596866 0.45 -0.10 -0.16
H -3.013772 -1.445951 -0.456863 -0.26 0.30 -0.14
H -2.914447 -0.067088 -1.589089 -0.21 -0.11 0.24
H -4.808447 0.796708 1.824968 0.41 -0.15 0.01
H -3.464449 0.713464 3.026912 -0.30 -0.16 -0.25
H -3.996675 -0.768859 2.171316 0.03 0.34 0.06
H -4.182267 2.361884 0.068897 0.50 0.01 0.00
H -2.604619 2.495362 -0.801263 -0.33 0.13 0.31
H -2.747442 3.088469 0.885232 -0.22 -0.28 -0.32
H 4.017529 -1.329470 -0.764876 -0.49 -0.03 -0.07
H 2.462310 -0.949484 -1.613037 0.18 -0.12 0.26
H 2.502669 -2.241515 -0.382610 0.23 0.25 -0.21
H 4.614126 -0.952819 1.616042 -0.42 0.17 0.12
H 3.155703 -1.645721 2.405834 0.26 0.26 -0.10
H 3.709184 -0.012636 2.868128 -0.02 -0.26 -0.44
H 4.438857 1.174979 -0.223529 -0.63 0.16 0.20
H 3.416505 2.222963 0.844184 0.05 -0.39 -0.55
H 2.841585 1.796328 -0.813880 0.46 -0.03 0.42
C 0.159545 0.765161 -3.078305 -0.60 -0.54 1.95
C -0.343120 -0.535957 -3.345859 -0.11 -1.10 -0.68
C -0.259385 -1.045146 -4.639646 -0.44 -0.10 1.59
C 0.354588 -0.279337 -5.651565 -0.20 -0.14 -0.08
C 0.862408 0.998299 -5.354061 0.35 1.06 0.59
C 0.780689 1.515862 -4.075680 0.47 0.57 -1.76
Se -0.062186 1.517574 -1.367304 0.46 0.12 -1.37
H -0.264027 -1.656652 -0.475237 -0.05 0.04 -0.16
H -0.761388 -1.122799 -2.512817 0.18 0.25 -0.56
H -0.639743 -2.050342 -4.829932 0.21 0.55 0.02
H 0.432264 -0.652986 -6.674533 -0.02 -0.03 0.29
H 1.312592 1.584539 -6.144003 0.08 0.00 0.03
H 1.171861 2.492530 -3.832049 0.03 0.13 -0.17
N -0.108482 -2.100204 4.702444 -0.04 -0.18 -0.73
C -0.284954 -3.194844 3.862036 0.05 0.39 0.21
C -0.307079 -2.705822 2.592157 0.11 0.34 0.67
N -0.142115 -1.325089 2.648057 0.04 0.31 0.57
C -0.024715 -0.997019 3.945825 -0.14 -0.71 -0.45
H -0.050774 -2.128034 5.716473 -0.02 -0.04 -0.24
H -0.372637 -4.191106 4.249922 -0.03 -0.13 0.02
H -0.416919 -3.193262 1.640924 -0.04 -0.28 0.03
H 0.112551 -0.010223 4.356460 -0.01 -0.09 -0.08
```
Forces are in eV/Å.

Its charge is +3. The gap between HOMO and LUMO (spin up / spin down) comes out at 3.32 / 4.15 eV. Its total energy is -138271.5109 eV.

[3]
A structure of composition C20H42AlF3I2NO7. Source: the Open Molecules 2025 dataset; level of theory: ωB97M-V/def2-TZVPD.

```
76
Properties=species:S:1:pos:R:3:forces:R:3
C 1.392387 -2.086516 -1.244818 0.11 0.60 0.34
C 2.585806 -1.684743 -2.057428 -0.22 -0.35 -0.48
I 3.796474 -0.265471 -1.023126 0.05 -0.07 -0.09
C 2.960073 -2.037778 -3.284771 0.25 0.32 0.41
I 1.588062 -3.364359 -4.288234 0.11 0.05 0.10
Al 4.597288 -1.453356 -4.389089 0.00 -0.20 -0.83
C 4.914661 -2.845116 -5.839154 0.22 0.13 0.83
C 5.512617 -4.126929 -5.211937 -0.29 0.25 -0.24
C 4.812306 -5.417440 -5.595009 0.06 -0.45 0.29
N 5.155130 -6.574045 -4.726667 -0.03 0.33 -0.24
C 6.327310 -1.451976 -3.301875 -0.43 -0.09 -0.34
O 6.904169 -0.093457 -3.164901 0.73 0.15 -0.32
C 8.000526 0.133030 -3.871959 -0.24 0.04 0.15
F 9.084838 -0.609718 -3.469443 -0.40 0.25 -0.19
F 8.359781 1.431686 -3.741859 -0.14 -0.52 -0.06
F 7.871424 -0.116168 -5.209825 0.07 0.09 0.62
H 1.614861 -2.938032 -0.609419 0.05 -0.28 0.03
H 1.121942 -1.268909 -0.584663 -0.16 0.08 0.16
H 0.534825 -2.301860 -1.866218 -0.12 -0.21 -0.25
H 4.311501 -0.027833 -5.079114 -0.08 0.15 0.18
H 5.643787 -2.392584 -6.508250 0.05 0.07 -0.28
H 4.021020 -3.060461 -6.416415 -0.18 -0.10 -0.18
H 5.487949 -4.076059 -4.119756 0.02 -0.03 0.25
H 6.563756 -4.207028 -5.487952 0.25 -0.09 0.08
H 5.030762 -5.683497 -6.624838 0.10 0.00 -0.26
H 3.738672 -5.288618 -5.530321 -0.25 0.11 -0.04
H 6.101335 -6.427866 -4.397831 0.24 -0.15 -0.03
H 4.594552 -6.488894 -3.890124 -0.13 -0.06 0.17
H 6.225832 -1.852355 -2.300188 0.15 0.11 0.32
H 7.059844 -2.074358 -3.809098 0.18 -0.11 -0.10
C -3.727409 -2.722172 4.081801 -0.07 0.06 -0.03
O -3.832177 -1.788050 3.035870 0.15 -0.12 -0.13
C -2.863137 -0.755131 3.129115 -0.20 0.02 0.05
C -2.589372 -0.129371 1.782161 0.09 0.13 -0.04
O -1.753159 -0.907264 0.942453 0.03 -0.01 0.00
C -2.321700 -2.027805 0.285175 0.09 -0.05 0.02
C -3.187449 -1.673830 -0.901118 -0.17 -0.09 0.02
O -4.465783 -1.215223 -0.485926 0.11 0.18 0.09
C -5.094398 -0.424358 -1.465216 -0.03 -0.08 0.05
H -3.925286 -2.256589 5.055595 0.04 -0.03 0.03
H -4.469199 -3.498975 3.905128 -0.03 0.02 0.01
H -2.733329 -3.184287 4.100355 0.01 0.02 0.06
H -1.924439 -1.150460 3.535120 0.02 -0.01 -0.01
H -3.242478 0.022277 3.808080 0.11 0.04 0.03
H -2.029010 0.789774 1.964245 -0.03 0.02 0.00
H -3.519424 0.146709 1.281811 -0.09 -0.12 0.03
H -2.858498 -2.671420 0.985111 -0.14 0.06 -0.01
H -1.466428 -2.589227 -0.096435 0.01 0.00 0.00
H -3.319736 -2.567910 -1.525596 0.10 0.03 -0.07
H -2.680744 -0.904036 -1.494161 0.02 0.01 -0.01
H -4.480306 0.446496 -1.723399 0.00 -0.02 -0.06
H -6.038323 -0.075453 -1.049805 -0.02 -0.03 0.00
H -5.298199 -1.001740 -2.375010 0.02 0.05 -0.04
C -5.286687 4.598887 6.171399 0.08 0.05 0.03
O -4.012574 4.691830 5.580289 -0.09 -0.06 -0.21
C -3.327150 3.451443 5.566259 0.02 0.16 0.11
C -2.287138 3.410470 4.470598 0.09 -0.07 -0.01
O -2.818382 3.194317 3.174056 -0.02 -0.05 0.01
C -3.463191 4.282608 2.531982 -0.06 -0.04 -0.07
C -2.517897 5.335097 2.000620 -0.04 0.17 0.07
O -2.046015 6.171227 3.043310 0.10 -0.19 0.08
C -0.832190 6.807297 2.714316 -0.08 0.04 0.02
H -5.216914 4.320085 7.229745 -0.05 -0.04 0.00
H -5.756507 5.577490 6.094572 0.02 0.02 0.02
H -5.912147 3.866714 5.647276 0.00 -0.03 0.05
H -4.034506 2.626861 5.417073 -0.01 -0.02 -0.01
H -2.827158 3.313100 6.535294 -0.01 -0.12 0.00
H -1.654047 2.540258 4.659462 0.01 0.00 0.00
H -1.650706 4.296433 4.499832 -0.10 0.10 0.03
H -4.224475 4.730557 3.173315 0.08 0.09 0.07
H -3.968632 3.837364 1.672522 0.00 -0.02 0.00
H -3.051190 5.953044 1.264743 0.03 -0.07 -0.09
H -1.678382 4.840340 1.498747 0.01 -0.02 -0.02
H -0.053077 6.073384 2.479198 0.00 0.02 -0.05
H -0.518619 7.384152 3.582093 -0.03 0.02 0.00
H -0.955924 7.485793 1.862229 0.05 -0.02 -0.03
```
Forces are in eV/Å.

Its charge is -1. The gap between HOMO and LUMO comes out at 7.04 eV. Its total energy is -68192.9432 eV.